--- 1 ---
{
  "formula": "C33H77N9O11Pt",
  "method": "the ωB97M-V functional and the def2-TZVPD basis",
  "lumo_energy_ha": [0.0037, -0.0299],
  "gap_ev": [8.2, 7.1],
  "multiplicity": 3,
  "s2": 2.01,
  "symbols": ["Pt", "C", "C", "C", "O", "H", "H", "H", "H", "H", "H", "H", "C", "C", "C", "O", "H", "H", "H", "H", "H", "H", "H", "C", "O", "N", "C", "C", "H", "H", "H", "H", "H", "H", "H", "C", "O", "N", "C", "C", "H", "H", "H", "H", "H", "H", "H", "C", "O", "N", "C", "C", "H", "H", "H", "H", "H", "H", "H", "C", "O", "N", "C", "C", "H", "H", "H", "H", "H", "H", "H", "C", "O", "N", "C", "C", "H", "H", "H", "H", "H", "H", "H", "C", "O", "N", "C", "C", "H", "H", "H", "H", "H", "H", "H", "C", "O", "N", "C", "C", "H", "H", "H", "H", "H", "H", "H", "C", "O", "N", "C", "C", "H", "H", "H", "H", "H", "H", "H", "C", "O", "N", "C", "C", "H", "H", "H", "H", "H", "H", "H"],
  "xyz": [[-2.2734, 0.0441, -2.8671], [-2.0057, -2.5142, -5.8389], [-0.8231, -2.3317, -4.8820], [0.4907, -2.2342, -5.6141], [-1.0406, -1.2646, -4.0127], [-2.9523, -2.5727, -5.3013], [-1.8849, -3.4138, -6.4536], [-2.1362, -1.7212, -6.5832], [-0.7998, -3.2654, -4.2919], [0.4591, -1.4535, -6.3764], [0.5749, -3.1827, -6.1631], [1.3776, -2.2088, -4.9848], [-0.0189, 0.4204, 0.9781], [-0.1599, 0.0142, -0.4731], [0.1275, -1.4526, -0.7315], [-1.3925, 0.4602, -0.9692], [1.0340, 0.3442, 1.2702], [-0.5511, -0.2645, 1.6461], [-0.3372, 1.4560, 1.0926], [0.5821, 0.5836, -1.0604], [-0.1991, -1.7435, -1.7322], [-0.3865, -2.0825, 0.0060], [1.1987, -1.6259, -0.5901], [2.9816, -1.6451, 3.2177], [2.6869, -2.3142, 4.1880], [2.6940, -0.3133, 3.1304], [3.2621, 0.5382, 2.1087], [2.1624, 0.4280, 4.2537], [3.5348, -1.9835, 2.3271], [2.4697, 1.1301, 1.6402], [3.6949, -0.0701, 1.3157], [4.0148, 1.2601, 2.4310], [2.9458, 0.9950, 4.7625], [1.4444, 1.1648, 3.8793], [1.6170, -0.1598, 4.9870], [0.6465, 6.3112, 0.3076], [0.6471, 7.5050, 0.1100], [1.3490, 5.4038, -0.4282], [1.1701, 3.9835, -0.2916], [2.1530, 5.8166, -1.5752], [0.0617, 5.8347, 1.1155], [2.0607, 3.3877, -0.0895], [0.7342, 3.5975, -1.2248], [0.3572, 3.7696, 0.4077], [2.7385, 6.7056, -1.3662], [2.8091, 4.9977, -1.8708], [1.5199, 5.9671, -2.4544], [5.6557, 0.4392, -0.9281], [4.9963, 1.3212, -0.4169], [5.1194, -0.6980, -1.4263], [5.9827, -1.7101, -2.0460], [3.7312, -1.1053, -1.4227], [6.7530, 0.4419, -0.9186], [7.0164, -1.6007, -1.7391], [5.7430, -1.8300, -3.1054], [5.6223, -2.6716, -1.6548], [3.5687, -1.8498, -0.6401], [3.0673, -0.2850, -1.1353], [3.3982, -1.4242, -2.4097], [-2.7799, -2.1555, 4.6476], [-3.1602, -3.0628, 3.9255], [-1.4989, -1.8204, 4.8548], [-1.0925, -0.6220, 5.5799], [-0.4800, -2.4567, 4.0555], [-3.4293, -1.4595, 5.2102], [-0.2804, -0.8176, 6.2730], [-1.9270, -0.3641, 6.2396], [-0.9968, 0.1967, 4.8718], [0.3962, -2.6957, 4.6662], [-0.7756, -3.3889, 3.5870], [-0.0629, -1.8482, 3.2437], [-4.9311, 1.6585, -1.3868], [-3.9966, 1.2376, -2.0361], [-4.7580, 2.3221, -0.2363], [-5.8795, 2.6252, 0.6562], [-3.4275, 2.7074, 0.1957], [-5.9794, 1.4142, -1.5926], [-5.7190, 2.1275, 1.6123], [-6.7606, 2.2022, 0.1770], [-5.9554, 3.7029, 0.7828], [-2.7164, 2.4821, -0.5938], [-3.3806, 3.7341, 0.5645], [-3.2195, 2.1028, 1.0855], [-1.8528, 3.7716, 2.9793], [-1.6241, 4.9603, 2.9142], [-2.8524, 3.2346, 3.7295], [-3.0907, 1.8151, 3.8078], [-3.5941, 4.0689, 4.6382], [-1.2972, 3.0540, 2.3557], [-2.8236, 1.4825, 4.8148], [-2.5424, 1.2093, 3.0863], [-4.1554, 1.6615, 3.6073], [-3.5117, 5.1337, 4.4655], [-4.6586, 3.8023, 4.6302], [-3.3345, 3.8100, 5.6733], [3.2125, -4.5251, -0.0173], [3.8782, -4.1229, 0.9144], [1.8762, -4.7069, 0.1246], [1.2063, -4.3244, 1.3475], [1.0242, -4.9492, -1.0241], [3.6166, -4.7386, -1.0162], [1.8650, -4.5894, 2.1723], [0.2611, -4.8569, 1.4660], [0.9478, -3.2634, 1.3066], [0.2844, -4.1562, -1.1450], [1.6042, -4.9879, -1.9470], [0.5281, -5.9169, -0.9101], [3.4919, 2.4975, -3.4772], [4.0603, 3.5224, -3.7897], [2.4640, 1.9310, -4.1375], [1.6960, 0.7978, -3.6647], [2.0167, 2.4790, -5.4135], [3.7427, 1.9283, -2.5663], [2.0442, 0.3891, -2.7180], [1.7820, 0.0225, -4.4264], [0.6485, 1.0840, -3.5828], [0.9975, 2.8464, -5.3042], [2.6614, 3.2976, -5.7242], [2.0940, 1.7331, -6.2051], [-3.1515, -2.7199, -1.7298], [-3.4372, -1.6880, -2.3320], [-3.2983, -2.9137, -0.4223], [-2.7696, -4.0529, 0.3106], [-3.8978, -1.8592, 0.4084], [-2.6025, -3.5576, -2.1863], [-2.2392, -4.7671, -0.3112], [-3.6195, -4.5044, 0.8264], [-2.1113, -3.6550, 1.0865], [-4.8402, -2.2023, 0.8330], [-3.1617, -1.6970, 1.1987], [-4.0201, -0.9282, -0.1348]]
}


--- 2 ---
{
  "formula": "C33H77N9O11Pt",
  "method": "the ωB97M-V functional and the def2-TZVPD basis",
  "lumo_energy_ha": [-0.0088, -0.0264],
  "gap_ev": [7.9, 7.2],
  "multiplicity": 3,
  "s2": 2.01,
  "symbols": ["Pt", "C", "C", "C", "O", "H", "H", "H", "H", "H", "H", "H", "C", "C", "C", "O", "H", "H", "H", "H", "H", "H", "H", "C", "O", "N", "C", "C", "H", "H", "H", "H", "H", "H", "H", "C", "O", "N", "C", "C", "H", "H", "H", "H", "H", "H", "H", "C", "O", "N", "C", "C", "H", "H", "H", "H", "H", "H", "H", "C", "O", "N", "C", "C", "H", "H", "H", "H", "H", "H", "H", "C", "O", "N", "C", "C", "H", "H", "H", "H", "H", "H", "H", "C", "O", "N", "C", "C", "H", "H", "H", "H", "H", "H", "H", "C", "O", "N", "C", "C", "H", "H", "H", "H", "H", "H", "H", "C", "O", "N", "C", "C", "H", "H", "H", "H", "H", "H", "H", "C", "O", "N", "C", "C", "H", "H", "H", "H", "H", "H", "H"],
  "xyz": [[-1.7454, 1.6604, 2.9599], [0.6653, -0.9370, 0.1958], [0.2554, 0.5177, 0.4877], [-0.6818, 1.1054, -0.5770], [-0.2597, 0.7842, 1.7295], [1.0346, -1.1379, -0.8147], [-0.1038, -1.6668, 0.4479], [1.5818, -1.1346, 0.7605], [1.2126, 1.0699, 0.4176], [-0.2968, 0.9944, -1.5893], [-0.8599, 2.1589, -0.3691], [-1.5818, 0.4826, -0.5533], [-5.1118, -0.6661, 1.5169], [-4.3203, 0.5708, 1.0775], [-5.1162, 1.4073, 0.0610], [-3.6967, 1.2930, 2.0765], [-4.6836, -1.2701, 2.3158], [-5.3301, -1.3280, 0.6789], [-6.0288, -0.2117, 1.9121], [-3.5557, 0.1078, 0.4263], [-6.1714, 1.4691, 0.3454], [-5.0509, 0.9496, -0.9254], [-4.7505, 2.4341, 0.0473], [0.2712, -1.3073, -3.5040], [1.4863, -1.3215, -3.4096], [-0.4734, -0.9937, -4.5853], [-1.9403, -1.0317, -4.5223], [0.1543, -0.7689, -5.8846], [-0.4956, -1.4983, -2.7288], [-2.2368, -0.0221, -4.8162], [-2.4085, -1.2729, -3.5715], [-2.2173, -1.7837, -5.2648], [1.0945, -0.2399, -5.7458], [0.2278, -1.6776, -6.4770], [-0.4569, -0.0188, -6.3935], [-2.3725, -1.9062, -0.5089], [-2.3858, -1.9405, -1.7244], [-2.4944, -2.9701, 0.3154], [-2.5463, -4.3434, -0.1876], [-2.4588, -2.8804, 1.7663], [-2.2165, -0.9776, 0.0626], [-2.3596, -4.3486, -1.2595], [-3.5388, -4.7573, -0.0025], [-1.7904, -4.9768, 0.2763], [-1.7210, -3.5385, 2.2257], [-2.2489, -1.8609, 2.0929], [-3.4634, -3.1653, 2.0894], [-1.6712, -1.1830, 4.9371], [-1.8510, -0.1117, 4.3906], [-0.6971, -2.0554, 4.6401], [-0.6266, -3.3118, 5.3312], [0.2068, -1.7141, 3.5496], [-2.2406, -1.5763, 5.7930], [-0.9978, -4.1887, 4.7964], [-1.2066, -3.3112, 6.2571], [0.3835, -3.4971, 5.7020], [0.2022, -0.6301, 3.4430], [1.2354, -2.0448, 3.6926], [-0.1516, -2.1719, 2.6293], [-2.7273, 2.7230, -3.0211], [-2.4852, 2.3705, -4.1606], [-2.8037, 4.0240, -2.6426], [-2.8381, 4.3549, -1.2290], [-2.8615, 5.1260, -3.5728], [-2.8472, 2.0303, -2.1742], [-2.5903, 3.4921, -0.6070], [-3.8333, 4.6723, -0.9096], [-2.0925, 5.0918, -0.9217], [-2.7458, 4.8245, -4.6116], [-3.8609, 5.5746, -3.5835], [-2.1415, 5.9041, -3.3219], [2.7653, 1.7197, -2.7437], [3.9616, 1.6249, -2.4954], [2.1501, 2.9164, -2.8484], [0.7023, 2.9567, -2.9544], [2.9068, 4.1535, -2.7402], [2.1057, 0.8507, -2.8657], [0.3053, 3.3412, -2.0071], [0.1553, 2.0431, -3.1488], [0.4630, 3.7350, -3.6841], [2.4889, 4.8868, -3.4339], [2.8081, 4.5606, -1.7329], [3.9286, 3.9793, -3.0592], [4.5171, 2.1674, 4.8655], [5.1261, 1.7941, 5.8517], [3.8123, 1.3359, 4.0766], [3.2542, 1.7729, 2.7994], [3.8291, -0.1004, 4.2069], [4.4947, 3.2168, 4.5414], [3.6226, 1.1331, 1.9986], [3.4243, 2.8353, 2.6293], [2.1664, 1.6670, 2.8589], [4.2732, -0.3971, 5.1574], [2.8495, -0.5760, 4.1619], [4.4704, -0.5832, 3.4646], [4.0110, -2.6564, -1.8089], [4.0256, -3.6522, -2.5149], [4.5455, -2.6677, -0.5673], [4.5508, -1.4389, 0.2325], [5.0021, -3.8758, 0.1032], [3.6042, -1.6708, -2.0791], [5.3457, -1.4682, 0.9774], [3.6105, -1.4794, 0.7934], [4.6143, -0.4847, -0.2868], [4.9923, -3.7243, 1.1807], [4.3129, -4.6969, -0.0955], [5.9886, -4.1788, -0.2460], [-1.3048, 4.7548, 1.9117], [-1.5059, 3.5467, 1.8695], [-0.0636, 5.2522, 1.8408], [0.1459, 6.6974, 1.8501], [1.1077, 4.4102, 1.8127], [-2.0615, 5.5495, 1.9732], [0.9071, 7.0283, 1.1372], [0.6015, 6.9343, 2.8144], [-0.6995, 7.3355, 1.6072], [1.8404, 4.6393, 2.5874], [0.8567, 3.3613, 1.9724], [1.5236, 4.4989, 0.8065], [0.0804, -7.0224, -1.3870], [0.0889, -7.7473, -0.4054], [0.5285, -5.7486, -1.3651], [0.2659, -4.8438, -2.4608], [1.0772, -5.1327, -0.1788], [-0.2886, -7.3662, -2.3611], [-0.6536, -4.3088, -2.1932], [0.0576, -5.2642, -3.4459], [1.1030, -4.1630, -2.6261], [0.4351, -4.3240, 0.1871], [1.1492, -5.8416, 0.6422], [2.0528, -4.7283, -0.4527]]
}


Most stable: 1. Least stable: 2.


--- 1 ---
{
  "formula": "C4H4N2S2",
  "method": "the ωB97M-V functional and the def2-TZVPD basis",
  "lumo_energy_ha": -0.0338,
  "gap_ev": 8.1,
  "smiles": "S=C(S)c1ccn[nH]1",
  "symbols": ["C", "C", "C", "C", "N", "N", "S", "S", "H", "H", "H", "H"],
  "xyz": [[0.4655, -1.2062, -0.5376], [0.3150, -2.0556, 0.6344], [0.1581, 0.0391, -0.1061], [-0.0899, 1.2805, -0.8603], [-0.0916, -1.3392, 1.6659], [-0.1416, -0.0410, 1.2455], [0.3614, 1.3387, -2.3955], [-0.6666, 2.6236, 0.1562], [0.7353, -1.4324, -1.6011], [0.4568, -3.1698, 0.6140], [-0.3115, 0.5283, 2.0278], [-1.1909, 3.4341, -0.8431]]
}


--- 2 ---
{
  "formula": "C4H4N2S2",
  "method": "the ωB97M-V functional and the def2-TZVPD basis",
  "lumo_energy_ha": -0.0125,
  "gap_ev": 8.0,
  "smiles": "S=c1cccnn1S",
  "symbols": ["C", "C", "C", "C", "H", "H", "H", "H", "N", "N", "S", "S"],
  "xyz": [[2.2143, -0.8368, 0.0127], [2.3888, 0.5719, -0.0078], [1.2790, 1.3636, -0.0129], [-0.0373, 0.7862, -0.0140], [-0.9874, -2.5985, 0.0303], [3.0462, -1.5202, 0.0064], [3.3899, 1.0086, 0.0123], [1.3250, 2.4558, -0.0046], [-0.0350, -0.5997, -0.0011], [1.0439, -1.3986, 0.0077], [-1.5943, -1.4065, -0.0073], [-1.4623, 1.6148, 0.0099]]
}


--- 3 ---
{
  "formula": "C4H4N2S2",
  "method": "the ωB97M-V functional and the def2-TZVPD basis",
  "lumo_energy_ha": -0.0250,
  "gap_ev": 7.6,
  "smiles": "S=c1cccnn1S",
  "symbols": ["C", "C", "C", "C", "H", "H", "H", "H", "N", "N", "S", "S"],
  "xyz": [[-0.6392, -0.8358, -1.0245], [-0.9722, -1.1709, 0.2233], [-0.3189, -0.5098, 1.2798], [0.4572, 0.6126, 1.1046], [1.0593, 1.9044, -2.0618], [-1.2490, -1.2528, -1.8361], [-1.8013, -1.9637, 0.4822], [-0.5298, -1.1628, 2.2286], [0.5431, 0.9370, -0.3032], [0.1264, 0.1596, -1.2684], [1.8022, 2.0144, -0.8941], [1.5223, 1.2680, 2.0696]]
}


Most stable: 1. Least stable: 3.